(1)
{
  "formula": "C14H8BrFN2O2",
  "method": "wB97M-V/def2-TZVPD",
  "lumo_ev": -0.7,
  "e_tot_ha": -3472.1718,
  "e_above_lowest_kcal_mol": 0.0,
  "orbital_gap_ev": 7.82,
  "species": ["O", "F", "Br", "N", "O", "C", "C", "C", "C", "C", "C", "C", "C", "C", "C", "C", "C", "C", "C", "N", "H", "H", "H", "H", "H", "H", "H", "H"],
  "positions_angstrom": [[0.4820, -0.8804, 1.9243], [3.9341, -1.4626, -3.3024], [-6.6223, 3.5800, 1.0786], [-3.1501, 2.6388, -1.0058], [-1.2761, 1.2279, -0.4028], [0.1955, -0.4577, 0.7910], [-1.0148, 0.3916, 0.6347], [-2.0778, 0.4148, 1.5121], [-4.3390, 3.1315, -0.6404], [-2.5218, 1.7809, -0.1874], [1.6986, -1.0684, -2.6131], [3.4757, -1.1044, -0.9719], [-4.2714, 1.8617, 1.4418], [0.7862, -0.8257, -1.6101], [2.5347, -0.9159, 0.0230], [3.0340, -1.1872, -2.3002], [-4.9413, 2.7394, 0.5989], [-3.0493, 1.3344, 1.0186], [1.1678, -0.7481, -0.2797], [-2.1160, -0.2031, 2.7283], [-4.8575, 3.8163, -1.3032], [1.3633, -1.1712, -3.6718], [4.5429, -1.2447, -0.7705], [-4.7500, 1.5798, 2.3605], [-0.2898, -0.7220, -1.8325], [2.8579, -0.8887, 1.0697], [-1.2074, -0.5912, 3.0153], [-2.5996, 0.3107, 3.4545]],
  "forces_ev_per_a": [[-0.895, 0.280, -0.757], [-0.762, 0.381, 0.977], [0.886, -0.590, -0.156], [0.558, -0.098, -0.035], [-0.962, 1.106, -1.906], [0.512, 0.364, 1.447], [-0.506, -1.113, 0.895], [1.113, -0.040, 1.337], [0.545, -1.318, 1.232], [-0.465, 0.583, -0.335], [-0.174, -0.162, -1.681], [0.242, -0.321, -0.803], [-0.771, 0.229, -0.449], [-1.216, 0.170, 0.261], [-0.152, 0.149, 0.625], [0.524, -0.343, 0.133], [0.514, 0.582, -0.565], [0.020, 0.180, -0.463], [0.646, 0.318, -0.810], [0.264, -0.421, 0.576], [0.215, -0.072, -0.027], [0.398, 0.109, 1.010], [-0.486, 0.122, 0.060], [0.030, -0.170, 0.352], [0.725, -0.014, -0.110], [-0.211, 0.051, -0.444], [-0.620, 0.292, -0.204], [0.029, -0.252, -0.162]],
  "mulliken_charge": [-0.728, -0.306, -0.190, -0.599, -0.427, 0.523, -0.034, 0.726, -0.192, 0.057, -0.564, -0.571, -0.498, -0.307, -0.288, 0.425, -0.143, 0.524, 0.301, -0.535, 0.415, 0.362, 0.399, 0.456, 0.328, 0.376, 0.283, 0.209]
}

***

(2)
{
  "formula": "C40H36MnN5O2PS2",
  "method": "wB97M-V/def2-TZVPD",
  "lumo_ev": [4.4, 4.4],
  "s_squared": 8.769,
  "e_tot_ha": -4258.8569,
  "total_charge": -2,
  "multiplicity": 6,
  "e_above_lowest_kcal_mol": 71.0,
  "orbital_gap_ev": [4.19, 5.29],
  "species": ["Mn", "O", "C", "C", "C", "C", "C", "C", "C", "N", "C", "C", "N", "H", "H", "H", "H", "H", "H", "H", "O", "N", "C", "C", "C", "C", "C", "S", "H", "H", "H", "H", "C", "C", "C", "C", "C", "C", "C", "P", "C", "C", "C", "C", "C", "C", "C", "C", "C", "C", "C", "C", "C", "C", "H", "H", "H", "H", "H", "H", "H", "H", "H", "H", "H", "H", "H", "H", "H", "H", "H", "H", "H", "H", "C", "C", "C", "C", "N", "C", "S", "N", "H", "H", "H", "H", "H"],
  "positions_angstrom": [[1.2494, 0.2162, 0.6842], [0.9130, -1.6630, -0.2890], [1.5180, -2.5373, -0.9976], [0.9206, -3.7876, -1.3150], [1.4444, -4.6162, -2.2821], [2.6333, -4.2847, -2.9375], [3.3376, -3.1788, -2.4943], [2.8443, -2.3456, -1.4897], [3.7221, -1.4302, -0.7690], [3.4212, -0.7449, 0.3203], [4.6197, -0.2922, 0.8279], [5.6453, -0.6610, 0.0219], [5.0610, -1.3795, -0.9987], [0.0333, -4.0752, -0.7669], [0.9247, -5.5369, -2.5272], [3.0253, -4.9113, -3.7295], [4.3087, -2.9695, -2.9332], [4.6576, 0.2788, 1.7386], [6.7014, -0.4559, 0.0490], [5.5342, -1.8091, -1.7696], [1.2147, 1.1997, -0.9143], [2.5319, 1.5437, -1.0412], [3.0682, 1.4771, -2.3063], [4.1585, 2.2067, -2.6665], [4.7742, 3.0633, -1.7300], [4.2777, 3.0576, -0.4220], [3.1845, 2.2943, -0.0374], [2.6752, 2.0770, 1.6020], [2.5251, 0.8305, -2.9804], [4.5323, 2.1180, -3.6793], [5.6154, 3.6866, -2.0040], [4.7662, 3.6230, 0.3605], [-4.7676, -0.8706, -0.2460], [-4.2492, -0.3604, 1.0816], [-5.2349, 0.0688, 1.9833], [-4.9405, 0.5042, 3.2603], [-3.6178, 0.4966, 3.6785], [-2.6358, 0.0993, 2.7941], [-2.9012, -0.3164, 1.4788], [-1.2807, -0.7730, 0.6094], [-1.8869, -1.3525, -1.0266], [-2.0650, -2.6814, -1.3896], [-2.4495, -3.0396, -2.6745], [-2.6616, -2.0528, -3.6229], [-2.5109, -0.7197, -3.2647], [-2.1364, -0.3452, -1.9767], [-2.0359, 1.1155, -1.6210], [-0.9466, -2.1955, 1.7268], [-1.7957, -3.2851, 1.8851], [-1.4550, -4.3478, 2.7128], [-0.2511, -4.2977, 3.4037], [0.5644, -3.1800, 3.3070], [0.2333, -2.0805, 2.5032], [1.0628, -0.8350, 2.5130], [-5.8519, -0.9813, -0.1879], [-4.3424, -1.8363, -0.5088], [-4.5420, -0.1877, -1.0662], [-6.2706, 0.0475, 1.6584], [-5.7361, 0.8280, 3.9227], [-3.3507, 0.8101, 4.6809], [-1.6066, 0.1112, 3.1305], [-1.9291, -3.4546, -0.6459], [-2.5782, -4.0860, -2.9274], [-2.9465, -2.3161, -4.6355], [-2.6879, 0.0569, -4.0011], [-2.4103, 1.7346, -2.4379], [-0.9980, 1.3960, -1.4243], [-2.5894, 1.3664, -0.7123], [-2.7431, -3.3056, 1.3545], [-2.1166, -5.2010, 2.8134], [0.0383, -5.1232, 4.0461], [1.4817, -3.1399, 3.8856], [2.0071, -1.0216, 3.0278], [0.5374, -0.0691, 3.1001], [0.7697, 7.0355, 0.7743], [-0.3029, 5.9860, 0.6396], [-1.5627, 6.2995, 0.1373], [-2.4325, 5.2250, 0.0052], [-2.1390, 3.9904, 0.3658], [-0.9080, 3.7752, 0.9369], [-0.5677, 2.2195, 1.5560], [0.0248, 4.7642, 1.0186], [0.3523, 8.0410, 0.6941], [1.5183, 6.8977, -0.0089], [1.2747, 6.9179, 1.7326], [-1.8434, 7.3069, -0.1433], [-3.4264, 5.3686, -0.4200]],
  "forces_ev_per_a": [[-0.337, -1.713, 2.257], [0.460, -1.136, -0.839], [-0.372, 0.539, 0.359], [-0.040, -0.405, -0.179], [-0.124, 0.163, 0.211], [0.185, -0.035, -0.148], [-0.050, -0.033, 0.008], [0.116, 0.078, -0.065], [-0.204, -0.188, 0.055], [0.643, -0.239, -0.094], [-0.026, -0.050, 0.080], [0.089, 0.056, -0.049], [0.178, 0.024, -0.179], [0.036, 0.108, -0.075], [0.018, -0.011, -0.025], [0.024, 0.013, 0.004], [0.045, -0.048, -0.027], [-0.054, 0.070, -0.058], [-0.005, -0.027, 0.036], [0.012, -0.065, 0.016], [1.886, 1.118, -2.020], [0.019, 2.048, -1.565], [-0.822, -0.114, 1.181], [0.651, 0.291, -0.154], [-0.893, -0.449, 1.099], [1.361, 0.489, -1.509], [-1.410, -1.616, 1.328], [0.885, 1.124, -1.294], [-0.107, 0.043, 0.049], [-0.025, 0.004, 0.038], [0.026, -0.040, 0.023], [-0.105, 0.085, -0.053], [0.087, 0.067, 0.054], [-0.041, -0.012, 0.009], [0.042, 0.029, -0.011], [-0.036, -0.048, -0.016], [0.005, -0.023, -0.017], [0.054, 0.033, -0.036], [0.068, -0.087, 0.078], [-1.431, -0.160, 0.513], [-0.049, -0.121, 0.038], [-0.022, -0.017, -0.030], [-0.018, -0.017, 0.043], [-0.015, 0.010, 0.006], [0.018, -0.037, 0.038], [0.046, 0.029, -0.058], [0.138, -0.118, -0.017], [0.053, -0.013, -0.171], [0.088, -0.041, -0.035], [-0.124, -0.039, -0.052], [0.134, 0.081, -0.017], [-0.039, -0.387, -0.015], [0.311, 0.609, 0.167], [-0.829, -0.789, 0.842], [-0.015, 0.020, -0.010], [-0.014, 0.000, -0.031], [0.008, -0.013, -0.009], [-0.003, -0.012, -0.012], [0.013, 0.004, 0.002], [0.026, 0.015, -0.027], [-0.005, 0.025, 0.000], [0.067, 0.028, -0.042], [0.017, 0.000, -0.015], [-0.007, 0.005, -0.006], [-0.019, 0.026, -0.002], [-0.034, 0.008, -0.009], [-0.036, 0.020, 0.040], [0.025, 0.044, -0.011], [0.010, 0.011, 0.014], [-0.017, 0.004, 0.007], [0.017, -0.012, 0.011], [-0.017, 0.049, 0.011], [0.154, -0.047, 0.053], [-0.058, 0.047, 0.030], [-0.018, -0.049, -0.012], [-0.029, -0.096, 0.040], [-0.025, 0.095, -0.004], [0.060, -0.274, 0.042], [-0.005, 0.226, -0.016], [-0.042, -0.298, -0.042], [-0.692, 0.919, 0.277], [0.062, 0.148, 0.048], [0.032, 0.019, -0.012], [0.011, 0.018, 0.001], [0.006, 0.012, -0.006], [0.016, -0.003, -0.020], [0.014, 0.025, -0.010]],
  "mulliken_charge": [-0.055, 0.667, -0.121, -0.642, -0.512, -1.050, -0.526, 0.104, 0.346, 0.529, -0.600, -1.031, -0.110, 0.291, 0.404, 0.344, 0.264, 0.541, 0.425, 0.142, -0.492, 0.275, -0.440, -0.950, -0.133, -0.853, 0.731, -0.435, 0.555, 0.376, 0.376, 0.393, -1.171, 1.615, -0.706, -0.719, -1.118, -0.816, 0.776, 1.398, 0.992, -0.599, -0.862, -0.978, -0.873, 0.645, -1.280, 1.202, -0.429, -0.954, -0.696, -0.851, 0.332, -1.289, 0.408, 0.161, 0.214, 0.307, 0.339, 0.417, 0.236, 0.292, 0.389, 0.322, 0.386, 0.599, -0.261, 0.250, 0.386, 0.386, 0.347, 0.366, 0.390, 0.315, -1.220, 0.855, -0.681, -0.264, -0.403, 0.049, -0.162, -0.401, 0.348, 0.228, 0.304, 0.298, 0.371]
}

***

What did the first record say?
{
  "formula": "C14H8BrFN2O2",
  "method": "wB97M-V/def2-TZVPD",
  "lumo_ev": -0.7,
  "e_tot_ha": -3472.1718,
  "e_above_lowest_kcal_mol": 0.0,
  "orbital_gap_ev": 7.82,
  "species": ["O", "F", "Br", "N", "O", "C", "C", "C", "C", "C", "C", "C", "C", "C", "C", "C", "C", "C", "C", "N", "H", "H", "H", "H", "H", "H", "H", "H"],
  "positions_angstrom": [[0.4820, -0.8804, 1.9243], [3.9341, -1.4626, -3.3024], [-6.6223, 3.5800, 1.0786], [-3.1501, 2.6388, -1.0058], [-1.2761, 1.2279, -0.4028], [0.1955, -0.4577, 0.7910], [-1.0148, 0.3916, 0.6347], [-2.0778, 0.4148, 1.5121], [-4.3390, 3.1315, -0.6404], [-2.5218, 1.7809, -0.1874], [1.6986, -1.0684, -2.6131], [3.4757, -1.1044, -0.9719], [-4.2714, 1.8617, 1.4418], [0.7862, -0.8257, -1.6101], [2.5347, -0.9159, 0.0230], [3.0340, -1.1872, -2.3002], [-4.9413, 2.7394, 0.5989], [-3.0493, 1.3344, 1.0186], [1.1678, -0.7481, -0.2797], [-2.1160, -0.2031, 2.7283], [-4.8575, 3.8163, -1.3032], [1.3633, -1.1712, -3.6718], [4.5429, -1.2447, -0.7705], [-4.7500, 1.5798, 2.3605], [-0.2898, -0.7220, -1.8325], [2.8579, -0.8887, 1.0697], [-1.2074, -0.5912, 3.0153], [-2.5996, 0.3107, 3.4545]],
  "forces_ev_per_a": [[-0.895, 0.280, -0.757], [-0.762, 0.381, 0.977], [0.886, -0.590, -0.156], [0.558, -0.098, -0.035], [-0.962, 1.106, -1.906], [0.512, 0.364, 1.447], [-0.506, -1.113, 0.895], [1.113, -0.040, 1.337], [0.545, -1.318, 1.232], [-0.465, 0.583, -0.335], [-0.174, -0.162, -1.681], [0.242, -0.321, -0.803], [-0.771, 0.229, -0.449], [-1.216, 0.170, 0.261], [-0.152, 0.149, 0.625], [0.524, -0.343, 0.133], [0.514, 0.582, -0.565], [0.020, 0.180, -0.463], [0.646, 0.318, -0.810], [0.264, -0.421, 0.576], [0.215, -0.072, -0.027], [0.398, 0.109, 1.010], [-0.486, 0.122, 0.060], [0.030, -0.170, 0.352], [0.725, -0.014, -0.110], [-0.211, 0.051, -0.444], [-0.620, 0.292, -0.204], [0.029, -0.252, -0.162]],
  "mulliken_charge": [-0.728, -0.306, -0.190, -0.599, -0.427, 0.523, -0.034, 0.726, -0.192, 0.057, -0.564, -0.571, -0.498, -0.307, -0.288, 0.425, -0.143, 0.524, 0.301, -0.535, 0.415, 0.362, 0.399, 0.456, 0.328, 0.376, 0.283, 0.209]
}